(1)
Below is a 2-piece molecular cluster, C2H6O2S2 overall at a distorted geometry, with properties calculated with wB97M-V/def2-TZVPD.

Atoms and positions in Å:
C (-1.7689, -0.3548, -1.8003)
C (-1.3534, -0.3200, -0.5392)
O (2.8302, 0.1946, 0.9622)
O (1.6352, 0.7242, 1.5933)
S (-1.3318, 1.1379, 0.4341)
S (-0.8422, -1.7367, 0.3357)
H (-1.8995, -1.3401, -2.1827)
H (1.8140, 1.6398, 1.7332)
H (-2.0032, 0.3974, -2.4598)
H (-1.0458, 0.7140, 1.7290)
H (2.4935, -0.4602, 0.3676)
H (-0.1825, -1.1715, 1.4788)

Kohn-Sham gap (spin up / spin down) in eV: 5.49 / 7.22
Spin multiplicity: 3
E_HOMO (spin up / spin down) in eV: -5.054 / -9.262
Total charge: 0

The computed natural (NBO) charges, all in e, follow: number 1, C, carries -0.368; number 2, C, carries -0.482; number 3, O, carries -0.449; number 4, O, carries -0.479; number 5, S, carries 0.103; number 6, S, carries 0.077; number 7, H, carries 0.183; number 8, H, carries 0.467; number 9, H, carries 0.198; number 10, H, carries 0.139; number 11, H, carries 0.464; number 12, H, carries 0.149


(2)
Below is C2H6O2Tb as an isolated structure at a distorted geometry, with properties calculated with wB97M-V/def2-TZVPD.

Atoms and positions in Å:
C (-1.5057, 0.3981, 0.1300)
C (-0.2469, -0.1718, -0.4655)
O (0.8390, -0.0017, 0.5137)
H (-2.2888, 0.3284, -0.6359)
H (-1.8371, -0.1764, 1.0049)
H (-1.3799, 1.4531, 0.4019)
H (0.1084, 0.3770, -1.3426)
H (-0.3136, -1.2450, -0.6770)
H (0.6995, -0.5877, 1.3341)
Tb (3.9540, 0.4135, -0.4152)
O (1.9711, -0.7875, 0.1516)

Kohn-Sham gap (spin up / spin down) in eV: 6.66 / 10.06
Spin multiplicity: 8
E_HOMO (spin up / spin down) in eV: -16.853 / -19.899
Total charge: +2

The computed Löwdin charges, all in e, follow: number 1, C, carries -0.028; number 2, C, carries -0.144; number 3, O, carries -0.108; number 4, H, carries 0.118; number 5, H, carries 0.105; number 6, H, carries 0.103; number 7, H, carries 0.142; number 8, H, carries 0.150; number 9, H, carries 0.238; number 10, Tb, carries 1.813; number 11, O, carries -0.389


(3)
Below is a 2-piece molecular cluster, C2H6O3 overall at a distorted geometry, with properties calculated with wB97M-V/def2-TZVPD.

Atoms and positions in Å:
C (-1.9053, 0.1442, -0.3220)
C (-0.6585, 0.2227, 0.5906)
O (-0.3247, -0.7170, 1.2545)
O (-0.0637, 1.4480, 0.5478)
H (-2.9532, 0.0161, 0.1689)
H (-1.6978, -0.6656, -0.9603)
H (-1.9440, 1.0931, -0.9521)
H (0.6543, 1.7162, 1.0638)
O (2.4154, -0.9067, -1.5080)
H (2.7420, -1.6518, -0.9254)
H (2.3654, -1.3041, -2.3614)

SMILES string: CC(=O)O.O
Kohn-Sham gap in eV: 11.06
Spin multiplicity: 1
E_HOMO in eV: -10.341
Total charge: 0

The computed natural (NBO) charges, all in e, follow: number 1, C, carries -0.724; number 2, C, carries 0.808; number 3, O, carries -0.580; number 4, O, carries -0.715; number 5, H, carries 0.246; number 6, H, carries 0.234; number 7, H, carries 0.226; number 8, H, carries 0.504; number 9, O, carries -0.937; number 10, H, carries 0.472; number 11, H, carries 0.465


(4)
Below is a 2-piece molecular cluster, C2H6O3P overall at a distorted geometry, with properties calculated with wB97M-V/def2-TZVPD.

Atoms and positions in Å:
C (1.8461, -0.3102, -0.7783)
C (-1.6693, -0.0961, 1.3787)
O (-1.2299, -0.1782, -1.4795)
O (-0.2960, 1.9292, -0.2701)
O (1.1966, -0.6356, 0.3320)
P (-0.7964, 0.5274, -0.2423)
H (1.1195, 0.1043, -1.7018)
H (2.4253, -1.2471, -1.0617)
H (2.6966, 0.4261, -0.7737)
H (-0.7747, -0.3723, 1.8929)
H (-2.1457, 0.7106, 1.7784)
H (-2.3720, -0.8581, 0.9253)

Kohn-Sham gap in eV: 7.99
Spin multiplicity: 1
E_HOMO in eV: -3.871
Total charge: -1

The computed natural (NBO) charges, all in e, follow: number 1, C, carries -0.214; number 2, C, carries -0.961; number 3, O, carries -1.108; number 4, O, carries -1.106; number 5, O, carries -0.874; number 6, P, carries 2.221; number 7, H, carries 0.124; number 8, H, carries 0.106; number 9, H, carries 0.101; number 10, H, carries 0.264; number 11, H, carries 0.209; number 12, H, carries 0.237


(5)
Below is a 2-piece molecular cluster, C2H6O3S2 overall at a distorted geometry, with properties calculated with wB97M-V/def2-TZVPD.

Atoms and positions in Å:
C (1.6505, 0.5639, -0.6361)
C (0.3471, 1.1250, -0.0703)
O (-2.6522, -0.3935, -0.6947)
O (-0.7009, -1.4806, -1.7988)
O (-0.7785, -1.6964, 0.7357)
S (-1.2348, -1.5468, 2.2799)
S (-1.2642, -0.7753, -0.6866)
H (1.3460, 0.0546, -1.4824)
H (2.2720, 1.4250, -0.8533)
H (2.0923, -0.1528, 0.0511)
H (-0.1811, 2.0766, -0.3035)
H (-0.0275, 1.0174, 1.0386)
H (-0.8688, -0.2171, 2.4204)

Kohn-Sham gap (spin up / spin down) in eV: 8.00 / 7.99
Spin multiplicity: 1
E_HOMO (spin up / spin down) in eV: -9.196 / -9.196
Total charge: 0

The computed natural (NBO) charges, all in e, follow: number 1, C, carries -0.682; number 2, C, carries -0.293; number 3, O, carries -0.885; number 4, O, carries -0.893; number 5, O, carries -0.898; number 6, S, carries 0.373; number 7, S, carries 2.069; number 8, H, carries 0.258; number 9, H, carries 0.235; number 10, H, carries 0.238; number 11, H, carries 0.217; number 12, H, carries 0.200; number 13, H, carries 0.062


(6)
Below is an isolated ion of composition C2H6O4PS and charge -1 at a distorted geometry, with properties calculated with wB97M-V/def2-TZVPD.

Atoms and positions in Å:
C (1.4362, 1.4659, 1.0237)
P (1.2404, 0.1865, -0.3207)
O (1.3928, 0.5941, -1.7393)
O (1.6692, -1.1357, 0.1747)
S (-0.9849, 0.0374, -0.0066)
C (-1.3956, -1.5481, -0.8439)
O (-1.2878, -0.1969, 1.4061)
O (-2.1315, 1.1200, -0.6416)
H (2.2330, 1.0651, 1.6581)
H (1.6307, 2.4551, 0.6654)
H (0.3745, 1.4416, 1.4777)
H (-1.8299, -2.3626, -0.0994)
H (-1.9349, -1.1218, -1.6457)
H (-0.4125, -2.0005, -1.1086)

SMILES string: C[P@@](=O)([O-])S(C)(=O)=O
Kohn-Sham gap in eV: 9.06
Spin multiplicity: 1
E_HOMO in eV: -5.257
Total charge: -1

The computed natural (NBO) charges, all in e, follow: number 1, C, carries -1.026; number 2, P, carries 2.039; number 3, O, carries -1.113; number 4, O, carries -1.126; number 5, S, carries 1.557; number 6, C, carries -0.849; number 7, O, carries -0.985; number 8, O, carries -0.970; number 9, H, carries 0.238; number 10, H, carries 0.229; number 11, H, carries 0.267; number 12, H, carries 0.244; number 13, H, carries 0.247; number 14, H, carries 0.249


(7)
Below is C2H6OP2S3 as an isolated structure at a distorted geometry, with properties calculated with wB97M-V/def2-TZVPD.

Atoms and positions in Å:
C (0.1388, 0.1494, 1.4462)
C (-1.8144, 0.7831, -0.9545)
O (1.0154, 0.4347, -1.1484)
P (-0.9824, -0.3671, 0.1636)
P (1.7233, 0.2451, 0.1566)
S (-1.3609, -2.3014, -0.0156)
S (3.1232, 1.5305, 0.6261)
S (2.4178, -1.7994, 0.1640)
H (-0.1747, 1.1173, 1.9153)
H (0.2838, -0.5488, 2.2087)
H (-1.7954, 0.2426, -1.9224)
H (-2.8976, 0.9021, -0.6539)
H (-1.2971, 1.8171, -1.1572)
H (1.6204, -2.2052, -0.8284)

Kohn-Sham gap in eV: 6.57
Spin multiplicity: 1
E_HOMO in eV: -8.677
Total charge: 0

The computed natural (NBO) charges, all in e, follow: number 1, C, carries -1.111; number 2, C, carries -1.022; number 3, O, carries -1.130; number 4, P, carries 1.351; number 5, P, carries 1.453; number 6, S, carries -0.302; number 7, S, carries -0.522; number 8, S, carries -0.311; number 9, H, carries 0.286; number 10, H, carries 0.282; number 11, H, carries 0.293; number 12, H, carries 0.272; number 13, H, carries 0.310; number 14, H, carries 0.151


(8)
Below is a 2-piece molecular cluster, C2H6OS overall, with properties calculated with wB97M-V/def2-TZVPD.

Atoms and positions in Å:
C (2.4891, -1.4326, -0.1496)
C (3.2050, -0.3206, -0.2303)
O (4.4472, -0.2144, 0.3222)
H (1.5999, -1.4563, -0.7569)
H (2.8435, -2.3341, 0.3209)
H (2.7456, 0.5856, -0.6201)
H (4.5974, 0.6934, 0.5999)
S (-4.6559, 0.7801, -0.0257)
H (-4.0778, 0.4565, 1.1365)
H (-3.5901, 1.4449, -0.4789)

SMILES string: C=CO.S
Kohn-Sham gap in eV: 9.91
Spin multiplicity: 1
E_HOMO in eV: -9.203
Total charge: 0

The computed natural (NBO) charges, all in e, follow: number 1, C, carries -0.501; number 2, C, carries 0.134; number 3, O, carries -0.686; number 4, H, carries 0.204; number 5, H, carries 0.208; number 6, H, carries 0.162; number 7, H, carries 0.478; number 8, S, carries -0.284; number 9, H, carries 0.143; number 10, H, carries 0.141


(9)
Below is a 2-piece molecular cluster, C2H6OS overall at a distorted geometry, with properties calculated with wB97M-V/def2-TZVPD.

Atoms and positions in Å:
C (-2.4035, -0.0373, 1.1110)
O (-2.3821, -0.2921, -0.0824)
H (-1.4684, 0.5490, 1.6022)
H (-3.3992, -0.0457, 1.5688)
C (1.7716, 0.4710, -0.7706)
S (1.6785, -1.1536, 0.1330)
H (0.7915, 0.8951, -0.4403)
H (1.8051, 0.3572, -1.8587)
H (2.6098, 1.0891, -0.4564)
H (0.9968, -1.8327, -0.8065)

SMILES string: C=O.CS
Kohn-Sham gap in eV: 9.59
Spin multiplicity: 1
E_HOMO in eV: -8.938
Total charge: 0

The computed natural (NBO) charges, all in e, follow: number 1, C, carries 0.251; number 2, O, carries -0.502; number 3, H, carries 0.121; number 4, H, carries 0.129; number 5, C, carries -0.716; number 6, S, carries -0.083; number 7, H, carries 0.220; number 8, H, carries 0.224; number 9, H, carries 0.224; number 10, H, carries 0.130


(10)
Below is a 2-piece molecular cluster, C2H6OS overall at a distorted geometry, with properties calculated with wB97M-V/def2-TZVPD.

Atoms and positions in Å:
S (2.4820, -0.0021, 0.0263)
H (3.4870, 0.3853, -0.6840)
H (3.2945, -0.5486, 1.0247)
O (-2.5658, -0.2792, 1.0456)
C (-2.3868, 0.2294, -0.0623)
C (-1.0899, -0.0106, -0.8642)
H (-2.9324, 1.1721, -0.4065)
H (-0.6709, 1.0298, -1.2661)
H (-1.1531, -0.7488, -1.6996)
H (-0.3501, -0.3350, -0.1958)

Kohn-Sham gap (spin up / spin down) in eV: 7.62 / 2.96
Spin multiplicity: 2
E_HOMO (spin up / spin down) in eV: -13.865 / -13.128
Total charge: +1

The computed natural (NBO) charges, all in e, follow: number 1, S, carries -0.221; number 2, H, carries 0.160; number 3, H, carries 0.194; number 4, O, carries -0.066; number 5, C, carries 0.445; number 6, C, carries -0.697; number 7, H, carries 0.301; number 8, H, carries 0.297; number 9, H, carries 0.316; number 10, H, carries 0.272


Energy above the lowest of the compared OMol25 structures with the same formula, charge and spin values, unit eV, following the record order: 3.7947 1.3416 0.9279 2.2079 3.5879 1.0083 1.4208 0.6426 1.0467 1.4295.